# 1
{
  "formula": "C13H25N5S6Y",
  "method": "ωB97M-V/def2-TZVPD",
  "orbital_gap_ev": 7.3,
  "e_homo_ev": -9.69,
  "mol_weight_g_mol": 532.69,
  "e_tot_ha": -3211.46177,
  "charge": 1,
  "species": ["Y", "C", "C", "S", "C", "C", "S", "C", "C", "S", "C", "C", "S", "H", "H", "H", "H", "H", "H", "H", "H", "H", "H", "H", "H", "H", "H", "H", "H", "C", "C", "S", "C", "C", "S", "H", "H", "H", "H", "H", "H", "N", "N", "N", "C", "N", "N", "H", "H", "H"],
  "xyz": [[0.512, -0.445, 0.241], [-2.117, -1.174, 3.059], [-1.333, 0.002, 3.627], [0.393, -0.181, 3.101], [1.095, 1.455, 3.412], [0.426, 2.635, 2.716], [0.273, 2.436, 0.913], [-1.407, 3.051, 0.620], [-1.811, 2.750, -0.815], [-1.909, 0.998, -1.255], [-3.479, 0.461, -0.524], [-3.464, 0.106, 0.958], [-2.219, -1.176, 1.251], [-3.126, -1.202, 3.469], [-1.636, -2.120, 3.314], [-1.383, -0.009, 4.716], [-1.749, 0.948, 3.276], [2.138, 1.357, 3.101], [1.105, 1.642, 4.486], [1.015, 3.530, 2.911], [-0.574, 2.812, 3.112], [-1.423, 4.128, 0.786], [-2.085, 2.586, 1.333], [-1.069, 3.160, -1.503], [-2.761, 3.229, -1.052], [-3.765, -0.414, -1.110], [-4.225, 1.232, -0.721], [-4.444, -0.293, 1.227], [-3.280, 0.979, 1.582], [4.156, -2.317, -0.965], [2.843, -2.171, -0.227], [2.863, -0.896, 1.009], [1.806, -2.982, -0.550], [1.997, -4.030, -1.629], [0.159, -2.942, 0.121], [4.923, -1.694, -0.514], [4.061, -2.029, -2.016], [4.500, -3.353, -0.946], [2.713, -4.788, -1.305], [2.390, -3.600, -2.555], [1.059, -4.533, -1.851], [1.040, 1.730, -4.910], [0.978, 0.700, -3.995], [0.671, -0.527, -4.343], [0.642, -1.136, -3.167], [0.924, -0.283, -2.173], [1.123, 0.901, -2.725], [1.216, 1.313, -5.818], [1.811, 2.337, -4.653], [0.428, -2.181, -3.019]],
  "nbo_charge": [1.1257, -0.5381, -0.5423, 0.3105, -0.5439, -0.5210, 0.2569, -0.5159, -0.5462, 0.2787, -0.5411, -0.5395, 0.2899, 0.2455, 0.2606, 0.2445, 0.2046, 0.2610, 0.2482, 0.2510, 0.2250, 0.2445, 0.2107, 0.2506, 0.2476, 0.2525, 0.2443, 0.2433, 0.2061, -0.6481, -0.1701, -0.3253, -0.2026, -0.6580, -0.3041, 0.2351, 0.2097, 0.2266, 0.2360, 0.2088, 0.2301, -0.5890, 0.1913, -0.2429, 0.1634, -0.3857, -0.0355, 0.3997, 0.3923, 0.2545]
}

# 2
{
  "formula": "C45H49ClILaN10O3S2Si2",
  "method": "ωB97M-V/def2-TZVPD",
  "orbital_gap_ev": 4.3,
  "e_homo_ev": -5.65,
  "relative_energy_kj_mol": 0.0,
  "mol_weight_g_mol": 1199.52,
  "e_tot_ha": -4682.34725,
  "charge": 0,
  "species": ["La", "C", "Si", "C", "C", "C", "C", "C", "C", "C", "C", "N", "Si", "C", "C", "C", "H", "H", "H", "H", "H", "H", "H", "H", "H", "H", "H", "H", "H", "H", "H", "H", "H", "H", "H", "H", "H", "H", "O", "N", "N", "O", "C", "C", "C", "C", "C", "C", "H", "H", "H", "H", "H", "Cl", "C", "C", "C", "I", "C", "O", "C", "N", "C", "C", "C", "C", "H", "H", "H", "H", "N", "C", "S", "C", "C", "C", "N", "C", "C", "H", "H", "H", "H", "H", "H", "N", "C", "C", "C", "C", "C", "N", "H", "H", "H", "H", "H", "H", "N", "C", "N", "C", "C", "C", "C", "C", "C", "S", "H", "H", "H", "H", "H", "H"],
  "xyz": [[1.529, -0.560, -0.541], [-2.952, 4.188, -3.505], [-2.621, 2.480, -2.725], [-2.569, 1.222, -4.080], [-4.101, 1.968, -1.676], [-1.068, 2.725, -1.702], [0.226, 2.534, -2.280], [0.924, 3.691, -2.763], [2.207, 3.555, -3.185], [2.737, 2.267, -3.399], [2.015, 1.160, -3.048], [0.880, 1.273, -2.279], [-1.248, 3.710, -0.069], [-1.548, 2.488, 1.381], [0.324, 4.700, 0.165], [-2.586, 5.028, -0.019], [-3.861, 4.126, -4.130], [-2.135, 4.558, -4.148], [-3.259, 4.896, -2.719], [-3.552, 1.028, -4.486], [-2.274, 0.250, -3.652], [-1.838, 1.420, -4.903], [-4.898, 2.702, -1.920], [-3.922, 1.929, -0.582], [-4.500, 0.979, -2.029], [0.397, 4.647, -2.853], [2.798, 4.462, -3.437], [3.711, 2.135, -3.841], [2.248, 0.161, -3.448], [-1.437, 1.451, 1.009], [-2.538, 2.572, 1.973], [-0.714, 2.671, 2.075], [0.134, 5.457, 0.976], [0.571, 5.257, -0.742], [1.260, 4.140, 0.450], [-3.620, 4.659, -0.215], [-2.433, 5.878, -0.709], [-2.653, 5.409, 0.979], [1.440, -0.554, 1.850], [2.063, 0.381, 2.592], [2.520, 1.383, 1.840], [2.366, 1.343, 0.482], [3.137, 2.439, 2.438], [3.802, 3.431, 1.664], [4.560, 4.421, 2.307], [4.651, 4.523, 3.690], [3.950, 3.552, 4.442], [3.103, 2.599, 3.868], [3.792, 3.288, 0.569], [5.173, 5.095, 1.669], [5.240, 5.265, 4.190], [3.909, 3.603, 5.548], [2.432, 2.008, 4.467], [7.325, -4.673, -2.774], [5.767, -4.178, -2.215], [4.657, -4.817, -2.790], [3.336, -4.404, -2.526], [1.798, -5.526, -3.447], [3.189, -3.229, -1.740], [2.032, -2.681, -1.515], [4.291, -2.620, -1.102], [4.081, -1.583, -0.233], [5.076, -1.006, 0.433], [6.417, -1.299, 0.091], [6.695, -2.374, -0.782], [5.611, -3.051, -1.392], [4.915, -5.706, -3.381], [4.810, -0.162, 1.092], [7.172, -0.655, 0.490], [7.734, -2.669, -1.020], [-4.162, -3.809, -4.043], [-4.131, -3.613, -2.668], [-5.299, -4.258, -1.630], [-3.019, -2.834, -2.164], [-1.887, -2.641, -2.979], [-0.787, -1.962, -2.450], [-0.741, -1.508, -1.166], [-1.845, -1.637, -0.389], [-2.953, -2.351, -0.795], [-4.935, -4.334, -4.384], [-3.707, -3.151, -4.654], [-1.763, -2.940, -4.038], [0.106, -1.946, -3.039], [-1.801, -1.132, 0.617], [-3.765, -2.598, -0.081], [-1.941, -4.330, 2.330], [-0.621, -4.423, 1.999], [-0.133, -5.423, 1.098], [1.234, -5.448, 0.857], [2.095, -4.566, 1.509], [1.515, -3.659, 2.370], [0.210, -3.550, 2.670], [-2.636, -4.930, 1.880], [-2.207, -3.469, 2.857], [-0.787, -6.057, 0.484], [1.668, -6.188, 0.162], [3.130, -4.460, 1.353], [2.093, -2.927, 2.866], [-0.818, -1.916, 4.773], [-1.979, -1.282, 4.480], [-2.783, -1.683, 3.493], [-3.834, -0.816, 3.350], [-4.816, -0.912, 2.360], [-5.699, 0.113, 2.280], [-5.687, 1.190, 3.256], [-4.783, 1.243, 4.274], [-3.812, 0.255, 4.311], [-2.623, -0.020, 5.524], [-0.322, -2.375, 4.016], [-0.197, -1.372, 5.382], [-4.874, -1.781, 1.693], [-6.368, 0.104, 1.399], [-6.373, 2.010, 3.118], [-4.641, 2.028, 4.989]],
  "mulliken_charge": [1.6615, -1.2638, 0.1034, -0.7791, -0.8708, 1.1473, -1.3177, -0.2871, -0.6902, -0.8814, -0.3529, 0.3039, 0.2890, -0.3630, -0.9958, -1.2830, 0.3790, 0.2646, 0.2586, 0.4134, -0.1106, 0.2935, 0.3398, 0.1636, 0.3271, 0.5292, 0.3609, 0.4916, 0.6094, -0.3891, 0.2905, 0.4085, 0.3699, 0.3971, -0.0026, 0.3167, 0.2866, 0.3865, -0.1074, -0.8515, 1.1506, -0.2040, 0.0575, -0.1379, -0.5671, -0.5150, -0.5373, -0.5234, 0.3432, 0.3254, 0.4224, 0.3165, 0.4729, -0.2677, 0.5048, -0.4262, -0.8174, 0.0355, 0.2419, -0.2428, -0.0426, 0.3330, -0.3876, -0.9457, -0.7474, 0.4157, 0.3572, 0.3417, 0.4515, 0.3797, -0.3273, 0.3259, -0.3233, 1.1044, -1.4215, -0.8677, 1.2688, -0.3361, -0.0569, 0.2258, 0.2106, 0.2616, 0.3852, 0.0824, -0.0604, -0.2563, 0.5117, -0.9241, -0.0662, -0.8853, -0.8114, -0.2300, 0.2589, 0.3499, 0.3230, 0.4157, 0.5449, 0.6255, -0.3481, 0.3071, -0.3346, -0.3401, -0.3557, -0.5472, -0.7277, -0.3645, 0.7160, -0.3357, 0.4179, 0.3536, 0.4256, 0.3862, 0.3606, 0.4250]
}

# 3
{
  "formula": "CH4N3P",
  "method": "ωB97M-V/def2-TZVPD",
  "orbital_gap_ev": [6.0, 8.5],
  "e_homo_ev": [-7.41, -8.22],
  "relative_energy_kj_mol": 444.3,
  "mol_weight_g_mol": 89.04,
  "e_tot_ha": -545.95313,
  "charge": 0,
  "species": ["C", "N", "N", "N", "P", "H", "H", "H", "H"],
  "xyz": [[0.508, 1.003, 0.208], [-1.196, 1.125, 0.001], [1.252, -0.373, 0.299], [0.258, -1.169, 0.076], [-1.375, -0.469, 0.046], [0.717, 1.543, 1.126], [0.929, 1.538, -0.643], [0.417, -2.175, 0.143], [-1.509, -1.021, -1.257]],
  "nbo_charge": [-0.1812, -0.9142, -0.1358, -0.5612, 1.0573, 0.1998, 0.1971, 0.4032, -0.0649]
}